A.
This record from OMol25 describes a single C4H8N2OS molecule. The level of theory is ωB97M-V/def2-TZVPD.

Output
Molar mass   132.2 u
Gap between HOMO and LUMO (spin up / spin down)   7.55 / 7.88 eV
E_LUMO (spin up / spin down)   0.007 / 0.003 hartree
Highest occupied orbital energy (spin up / spin down)   -7.37 / -7.79 eV

The geometry in ORCA input format:
```
! RIJCOSX wB97M-V def2-TZVPD def2/J DEFGRID3
* xyz 0 1
H 2.877 1.600 -1.527
C 1.409 0.125 -1.938
H 3.180 -0.386 0.325
H -3.510 -0.122 1.064
H -3.952 -1.847 1.237
H 0.885 -0.076 -2.832
C 2.228 0.782 -1.208
C 2.489 0.461 0.294
S 0.416 -1.224 0.605
O -1.987 -1.507 1.259
N 1.342 0.123 1.071
H 2.975 1.318 0.764
H -3.303 -1.234 -0.314
N -1.018 -0.579 0.825
H 0.695 0.895 1.221
C -3.257 -1.147 0.777
*
```

B.
This record from OMol25 describes a single C4H8N2OS molecule. The level of theory is ωB97M-V/def2-TZVPD.

Output
SMILES   C1=N\CCOCSN/1
Molar mass   132.2 u
Gap between HOMO and LUMO   9.52 eV
E_LUMO   0.022 hartree
Highest occupied orbital energy   -8.92 eV

The geometry in ORCA input format:
```
! RIJCOSX wB97M-V def2-TZVPD def2/J DEFGRID3
* xyz 0 1
S 0.305 1.427 -1.044
N 0.504 1.784 0.567
C -0.321 1.252 1.524
H 1.231 0.237 -2.589
O 0.092 -1.069 -1.616
H 0.838 -1.127 0.606
C 0.957 -0.010 -1.517
H 0.696 2.733 0.619
N -0.719 0.033 1.744
H 1.917 -0.180 -0.995
H -0.818 2.086 2.181
H -1.013 -2.292 -0.805
H -1.812 -0.605 -0.765
C -0.349 -1.131 0.926
H -0.616 -1.853 1.666
C -0.891 -1.287 -0.501
*
```

Which of them is most stable? Easy: B.

A.
This record from OMol25 describes a single C4H8N2OS molecule. The level of theory is ωB97M-V/def2-TZVPD.

Output
SMILES   C[C@@H]1CN1C(=S)NO
Molar mass   132.2 u
Gap between HOMO and LUMO   9.41 eV
E_LUMO   0.026 hartree
Highest occupied orbital energy   -8.72 eV

The geometry in ORCA input format:
```
! RIJCOSX wB97M-V def2-TZVPD def2/J DEFGRID3
* xyz 0 1
C -1.458 2.329 -1.386
H 0.280 2.807 0.920
H -2.385 2.813 -1.107
H 2.331 -0.256 0.916
S -0.575 -1.590 -0.653
H -1.920 0.773 0.008
C -0.202 1.869 0.884
O 1.676 -2.083 1.221
N 0.337 0.931 -0.106
H -1.591 1.782 -2.310
H 1.371 -2.635 0.412
H -0.683 3.114 -1.652
N 1.470 -0.772 0.879
C 0.430 -0.446 0.119
C -1.053 1.432 -0.245
H -0.551 1.483 1.841
*
```

B.
This record from OMol25 describes a single C4H8N2OS molecule. The level of theory is ωB97M-V/def2-TZVPD.

Output
SMILES   [H]/N=C/N(CC)OC=S
Molar mass   132.2 u
Gap between HOMO and LUMO   9.40 eV
E_LUMO   0.023 hartree
Highest occupied orbital energy   -8.77 eV

The geometry in ORCA input format:
```
! RIJCOSX wB97M-V def2-TZVPD def2/J DEFGRID3
* xyz 0 1
C -1.136 -0.682 -0.343
H -2.545 -1.871 -0.396
S 0.650 -1.918 3.555
H 1.428 -0.321 -1.304
H -0.187 1.454 -2.127
H -1.451 -0.101 -1.231
N -0.007 -0.112 0.253
C 0.114 -0.978 2.373
H 0.099 2.423 -0.683
C 0.549 1.686 -1.373
N -1.745 -1.666 0.156
H -0.687 -0.244 2.452
H 1.399 2.167 -1.894
H 1.861 0.739 0.033
C 1.041 0.450 -0.607
O 0.617 -1.026 1.136
*
```

Which of them is most stable? Easy: B.

A.
This record from OMol25 describes a single C4H8N2OS molecule. The level of theory is ωB97M-V/def2-TZVPD.

Output
SMILES   C=NS/C(C)=N/OC
Molar mass   132.2 u
Gap between HOMO and LUMO   9.47 eV
E_LUMO   0.033 hartree
Highest occupied orbital energy   -8.58 eV

The geometry in ORCA input format:
```
! RIJCOSX wB97M-V def2-TZVPD def2/J DEFGRID3
* xyz 0 1
C 2.678 -1.625 -0.052
C -2.971 -1.340 0.100
H 0.367 2.960 -0.125
H 2.495 -2.029 -1.039
H 1.896 2.154 -0.349
C 0.329 0.808 -0.060
H -3.093 -2.384 0.421
S -1.444 0.784 -0.176
O 2.320 -0.268 0.039
N -1.794 -0.868 0.212
H 3.727 -1.767 0.243
H -3.854 -0.817 -0.287
N 0.883 -0.328 -0.137
H 1.141 2.251 1.287
C 1.000 2.128 0.207
H 2.031 -2.228 0.655
*
```

B.
This record from OMol25 describes a single C4H8N2OS molecule. The level of theory is ωB97M-V/def2-TZVPD.

Output
SMILES   N/C=C(/C=N/S)CO
Molar mass   132.2 u
Gap between HOMO and LUMO   8.26 eV
E_LUMO   0.016 hartree
Highest occupied orbital energy   -7.81 eV

The geometry in ORCA input format:
```
! RIJCOSX wB97M-V def2-TZVPD def2/J DEFGRID3
* xyz 0 1
H 1.059 -1.980 1.265
N -0.317 0.568 3.328
H 0.004 -0.217 3.938
S 0.389 0.832 -2.934
C -0.089 -1.497 1.165
C -0.150 0.874 2.023
H -0.834 -1.747 -0.715
C 0.439 0.594 -0.257
N 0.368 -0.095 -1.389
C -0.009 0.021 0.976
H -0.662 1.493 4.030
O -0.974 -1.949 0.161
H 0.585 -0.348 -3.760
H -0.732 -1.763 2.129
H 0.790 1.708 -0.038
H -0.130 1.878 1.790
*
```

Which of them is most stable? Easy: A.

A.
This record from OMol25 describes C41H38F5N3O2RhS2Te as an isolated structure. The level of theory is ωB97M-V/def2-TZVPD.

Output
Molar mass   994.4 u
Gap between HOMO and LUMO (spin up / spin down)   7.58 / 5.69 eV
E_LUMO (spin up / spin down)   -0.003 / -0.073 hartree
Highest occupied orbital energy (spin up / spin down)   -7.66 / -7.67 eV
⟨S²⟩   0.7557

The geometry in ORCA input format:
```
! RIJCOSX wB97M-V def2-TZVPD def2/J DEFGRID3
* xyz 0 2
H 3.722 -3.338 -2.044
H 5.526 -1.299 0.184
C -4.670 -2.197 0.426
C -4.581 1.094 -2.598
C 2.559 1.257 -0.568
H -5.122 1.897 -2.114
H 4.120 2.729 0.970
O 0.213 -3.092 1.398
H -3.538 0.520 -0.814
C 4.323 -2.540 -1.615
H -0.474 4.104 0.009
H -0.761 2.847 4.116
H 1.976 0.360 -0.766
S -2.543 -3.913 0.712
N -1.543 -1.292 -0.549
C 2.391 -2.126 -0.153
F -3.777 -4.781 -1.912
H -1.533 2.970 2.534
C 2.155 1.927 0.715
F -5.899 -3.724 -3.158
H 4.166 -0.803 1.193
C -2.067 -1.566 -1.719
H -1.677 4.741 -1.119
C 0.231 1.290 -3.833
H 4.870 4.035 2.798
C -6.195 -2.176 -1.415
C -4.808 0.807 -3.938
F -6.421 -0.613 0.329
C -0.467 1.568 -1.550
Rh -0.700 -3.056 -0.424
N 3.712 -2.118 -0.356
H 5.298 -2.962 -1.365
C 0.020 0.762 -2.571
H 5.677 -2.378 2.428
C -0.042 2.630 -4.068
S 1.357 -2.565 -1.463
H 5.404 -3.611 1.191
C -4.141 -0.247 -4.547
C 2.848 3.327 2.580
H 3.494 -0.976 -2.850
C 4.471 -1.389 -2.599
H 5.090 -0.592 -2.183
C -3.000 -0.715 -2.485
O -1.760 -2.749 -2.151
C -1.270 3.827 -0.687
C 0.870 1.856 1.259
H -4.330 -0.479 -5.587
H 1.335 3.717 4.047
C 1.566 3.223 3.109
C -5.779 -1.660 -0.203
H 2.431 1.930 -1.419
H -0.177 0.173 6.412
H 0.246 -0.280 -2.381
H -1.321 -2.273 3.077
C 0.645 -1.429 3.000
F -4.287 -1.627 1.574
H 0.604 0.655 -4.626
C -4.408 -3.767 -1.326
H 4.063 -3.070 2.212
Te -0.767 0.763 0.382
C 4.625 -1.651 0.690
F -7.247 -1.648 -2.043
C -0.526 3.428 -3.045
H 2.537 -0.441 3.153
C -3.956 -3.265 -0.108
H 4.943 -1.739 -3.519
C 3.904 4.129 3.290
N 1.990 -1.645 1.038
H 3.637 5.187 3.312
C -0.599 -1.648 3.589
H 0.116 3.054 -5.052
H -1.862 -1.228 5.266
H -0.747 4.472 -3.235
C -3.681 0.332 -1.872
C 3.121 2.672 1.390
C -0.751 2.918 -1.767
H -2.719 -1.845 -4.276
C 1.582 -0.614 3.631
H -5.520 1.395 -4.502
C 0.942 -2.090 1.695
H -1.146 1.389 3.215
C -3.239 -1.010 -3.823
C -0.791 2.416 3.116
C -5.505 -3.233 -1.980
C 0.052 -0.272 5.451
C -0.895 -1.062 4.811
H -2.063 3.350 -0.106
H 4.014 3.800 4.325
H 3.611 0.971 -0.523
C 0.572 2.489 2.478
H 2.021 0.580 5.354
C 1.288 -0.044 4.859
C 4.963 -2.746 1.690
*
```

B.
This record from OMol25 describes C41H38F5N3O2RhS2Te as an isolated structure. The level of theory is ωB97M-V/def2-TZVPD.

Output
Molar mass   994.4 u
Gap between HOMO and LUMO (spin up / spin down)   7.60 / 5.74 eV
E_LUMO (spin up / spin down)   -0.006 / -0.076 hartree
Highest occupied orbital energy (spin up / spin down)   -7.77 / -7.80 eV
⟨S²⟩   0.7555

The geometry in ORCA input format:
```
! RIJCOSX wB97M-V def2-TZVPD def2/J DEFGRID3
* xyz 0 2
C 3.226 3.301 0.680
H 3.490 6.227 1.970
C -0.788 -1.093 5.251
C 0.378 -2.136 2.964
H 0.314 -0.319 -2.374
H -1.244 -0.686 6.145
C 2.642 -2.324 0.123
C 2.341 2.292 0.306
C -3.761 0.433 -1.050
C 0.851 3.005 2.090
H 4.161 3.398 0.142
H -2.961 -0.986 -4.016
S 1.753 -2.394 -1.345
H -0.963 4.323 -3.405
H 2.586 1.823 -1.783
C -4.539 -2.524 0.189
C 1.127 2.184 0.984
H -0.145 2.852 -5.196
C -2.007 -1.263 -1.557
O 0.264 -3.523 1.067
H -0.270 3.397 3.866
C 4.935 -3.495 2.046
C 4.700 -2.561 -1.192
H 3.829 1.160 -0.719
C -0.415 1.544 -1.590
H 2.232 0.417 -0.783
C 1.167 -1.492 3.916
H 4.338 -1.423 1.882
C -5.707 -1.943 -0.277
H 5.610 -0.594 -1.330
C -0.224 2.475 -4.186
H 5.589 -3.345 2.905
C -1.291 3.806 -0.810
C 4.994 -1.261 -1.932
C -4.537 0.450 -3.716
H 5.529 -1.475 -2.856
C -3.811 -3.443 -0.561
H 4.129 -3.246 -1.819
C -3.091 -0.359 -1.977
H -4.849 0.448 -4.751
H -1.250 3.385 2.403
C -3.485 -0.356 -3.311
H 4.062 -0.749 -2.186
C 0.584 -0.979 5.061
H -5.336 1.847 -0.735
H 5.366 -4.281 1.426
O -1.694 -2.316 -2.267
H -1.804 3.282 -0.001
H 3.965 -3.832 2.406
F -7.284 -1.699 -2.011
H 1.196 -0.488 5.807
Rh -0.498 -2.897 -0.708
C -0.411 2.901 2.908
C 2.760 1.370 -0.806
F -6.370 -1.056 0.471
H 5.765 -1.842 0.931
C -4.315 -3.755 -1.823
H -1.998 4.509 -1.248
C -5.473 -3.180 -2.315
H -2.643 -1.816 4.448
C 1.767 3.989 2.432
C 0.961 -2.649 1.696
H -0.703 1.872 3.115
H 5.629 -3.067 -0.920
H -3.495 0.375 -0.001
C -4.807 1.243 -1.460
C -0.785 2.860 -1.859
H 4.840 5.178 1.541
H 0.463 0.498 -4.684
N 3.976 -2.355 0.055
H 2.231 -1.404 3.745
F -4.113 -2.137 1.397
H -6.028 1.864 -3.108
F -5.918 -3.482 -3.537
C -6.173 -2.267 -1.539
C -0.674 3.304 -3.175
H -0.472 4.377 -0.367
C 0.123 1.162 -3.900
Te -0.464 0.835 0.402
C -0.995 -2.260 3.160
C 0.031 0.700 -2.600
N -1.296 -1.167 -0.441
C 2.955 4.162 1.729
C -1.575 -1.728 4.301
H 1.550 4.634 3.276
C 4.789 -2.198 1.264
F -3.673 -4.612 -2.613
H -1.594 -2.764 2.413
N 2.135 -2.173 1.348
C 3.924 5.238 2.125
C -5.195 1.250 -2.793
H 4.186 5.159 3.180
S -2.322 -4.136 0.066
*
```

Which of them is most stable? Easy: A.